1.
{"formula": "C5H10O", "method": "the ωB97M-V functional and the def2-TZVPD basis", "elements": ["C", "C", "C", "C", "C", "O", "H", "H", "H", "H", "H", "H", "H", "H", "H", "H"], "xyz": [[-1.349, -1.906, -0.317], [0.003, -1.214, -0.199], [0.276, -0.183, 1.001], [0.836, 0.710, -0.111], [0.610, 2.314, -0.063], [-0.022, -0.030, -1.088], [-1.492, -2.681, 0.407], [-2.102, -1.091, -0.207], [-1.364, -2.319, -1.333], [0.881, -1.924, -0.458], [0.870, -0.683, 1.863], [-0.637, 0.241, 1.357], [1.879, 0.583, -0.417], [1.322, 2.941, 0.535], [-0.400, 2.670, 0.207], [0.690, 2.572, -1.178]], "atomic_forces_ev_per_a": [[0.56, 1.39, -0.60], [-0.11, 1.13, 0.39], [1.89, -3.09, -0.05], [-0.88, 1.71, 0.12], [-0.24, -0.81, -1.95], [1.31, 0.30, 0.69], [-0.09, -0.46, 0.43], [0.29, -0.87, -0.13], [-0.43, -0.02, 0.22], [-1.17, 1.26, 0.55], [-0.62, 1.44, -1.35], [-0.68, 0.09, 0.26], [-0.02, -0.34, 0.36], [-0.26, -1.08, -0.59], [0.27, -0.71, 0.11], [0.17, 0.06, 1.54]], "mulliken_charge": [-1.254, 0.274, -0.542, 0.268, -1.234, -0.443, 0.362, 0.277, 0.311, 0.268, 0.271, 0.263, 0.276, 0.325, 0.294, 0.284], "homo_ev": -9.63, "gap_ev": 10.81, "charge": 0, "e_above_lowest_kcal_mol": 42.47}

***

2.
{"formula": "C5H12N2O", "method": "the ωB97M-V functional and the def2-TZVPD basis", "elements": ["C", "N", "C", "C", "O", "N", "C", "C", "H", "H", "H", "H", "H", "H", "H", "H", "H", "H", "H", "H"], "xyz": [[-3.168, -0.074, -0.149], [-1.683, -0.058, -0.155], [-0.885, 1.198, 0.157], [0.792, 1.110, -0.175], [1.343, 2.097, -0.568], [1.521, -0.089, -0.018], [1.064, -1.317, 0.750], [2.963, -0.217, -0.497], [-3.619, 0.343, 0.788], [-3.597, 0.425, -1.021], [-3.498, -1.058, -0.303], [-1.413, -0.493, -1.104], [-1.123, 1.403, 1.162], [-1.198, 2.106, -0.494], [1.894, -1.791, 1.231], [0.431, -2.025, 0.194], [0.482, -0.955, 1.670], [3.079, -0.987, -1.237], [3.240, 0.790, -0.764], [3.374, -0.409, 0.532]], "atomic_forces_ev_per_a": [[0.78, 2.03, 0.34], [1.20, -0.69, -1.75], [0.32, -0.75, -3.35], [-1.31, -2.28, 1.10], [0.01, 0.99, -0.45], [-1.10, -1.14, -0.28], [-1.70, 2.46, 0.95], [-2.11, 1.25, 3.33], [0.55, -0.35, -0.76], [-0.06, 0.70, 0.11], [-0.23, -1.63, 0.34], [-0.22, 1.24, 2.07], [0.26, 0.49, 1.37], [0.60, -1.34, 1.01], [0.83, -0.38, -0.32], [0.43, 0.37, 0.07], [0.34, -0.47, -1.49], [0.16, -0.21, -0.17], [0.39, 0.05, -0.59], [0.86, -0.33, -1.52]], "mulliken_charge": [-0.912, -0.221, -0.761, 0.638, -0.606, 0.013, -0.885, -1.008, 0.250, 0.310, 0.332, 0.220, 0.407, 0.287, 0.396, 0.232, 0.299, 0.267, 0.364, 0.376], "homo_ev": -8.77, "gap_ev": 9.64, "charge": 0, "e_above_lowest_kcal_mol": 67.64}

***

3.
{"formula": "C5H8Br2", "method": "the ωB97M-V functional and the def2-TZVPD basis", "elements": ["C", "C", "C", "C", "Br", "C", "Br", "H", "H", "H", "H", "H", "H", "H", "H"], "xyz": [[-0.033, 1.450, 0.503], [-0.194, -0.045, 0.421], [0.234, -0.795, -0.664], [0.961, -0.263, -1.854], [2.505, -1.431, -2.204], [-0.912, -0.741, 1.548], [-2.715, 0.132, 1.891], [-0.726, 1.900, -0.205], [0.959, 1.798, 0.317], [-0.270, 1.841, 1.494], [-0.040, -1.850, -0.611], [0.280, -0.256, -2.757], [1.333, 0.749, -1.691], [-1.091, -1.816, 1.354], [-0.292, -0.674, 2.458]], "atomic_forces_ev_per_a": [[-0.63, -0.23, 0.52], [0.60, -1.32, -1.95], [-1.22, 1.21, 2.46], [-0.88, -0.15, -0.38], [-0.24, 0.31, -0.16], [0.17, -0.12, -0.11], [1.08, -0.62, -0.07], [0.04, 0.27, -0.01], [0.79, 0.06, -0.49], [-0.22, -0.18, -0.03], [0.29, 0.18, -0.41], [1.00, -0.19, 0.84], [0.04, -0.23, -0.06], [-0.11, 0.77, -0.01], [-0.70, 0.25, -0.11]], "mulliken_charge": [-1.574, 0.961, -0.636, -0.454, -0.178, -0.817, -0.189, 0.363, 0.470, 0.394, 0.265, 0.319, 0.322, 0.387, 0.367], "homo_ev": -9.40, "gap_ev": 9.87, "charge": 0, "e_above_lowest_kcal_mol": 1.60}

***

4.
{"formula": "ClFLi", "method": "the ωB97M-V functional and the def2-TZVPD basis", "elements": ["Li", "Cl", "F"], "xyz": [[-0.372, 0.526, 0.437], [0.808, 0.297, -1.445], [-0.436, -0.824, 1.009]], "atomic_forces_ev_per_a": [[0.62, 2.00, -1.72], [0.10, 0.66, -0.40], [-0.72, -2.66, 2.12]], "mulliken_charge": [0.776, -0.926, -0.850], "homo_ev": -4.14, "gap_ev": 7.36, "charge": -1, "e_above_lowest_kcal_mol": 0.00}

***

5.
{"formula": "C24H19F4NO2", "method": "the ωB97M-V functional and the def2-TZVPD basis", "elements": ["C", "C", "O", "C", "O", "C", "C", "C", "C", "N", "C", "C", "C", "C", "C", "C", "C", "C", "F", "C", "C", "F", "C", "C", "C", "C", "F", "C", "C", "F", "C", "H", "H", "H", "H", "H", "H", "H", "H", "H", "H", "H", "H", "H", "H", "H", "H", "H", "H", "H"], "xyz": [[-2.888, -1.154, 3.291], [-2.161, -1.750, 2.124], [-0.859, -1.095, 2.121], [-0.107, -1.557, 1.111], [-0.408, -2.569, 0.490], [1.073, -0.662, 0.746], [2.343, -1.500, 0.707], [2.391, -2.677, -0.041], [3.635, -3.327, -0.189], [4.745, -2.883, 0.392], [4.700, -1.778, 1.129], [3.514, -1.047, 1.331], [0.753, -0.026, -0.589], [-0.562, 0.745, -0.532], [-1.752, 0.173, -0.798], [-3.022, 0.872, -0.885], [-3.107, 2.283, -0.873], [-4.365, 2.876, -0.893], [-4.445, 4.250, -0.850], [-5.558, 2.149, -0.939], [-5.433, 0.758, -0.980], [-6.584, 0.004, -1.012], [-4.211, 0.109, -0.962], [1.905, 0.862, -1.049], [2.802, 0.359, -1.990], [3.892, 1.142, -2.352], [4.799, 0.627, -3.247], [4.105, 2.417, -1.836], [3.181, 2.879, -0.904], [3.351, 4.136, -0.371], [2.089, 2.118, -0.478], [-3.942, -1.432, 3.265], [-2.459, -1.540, 4.219], [-2.813, -0.062, 3.280], [-2.014, -2.833, 2.218], [-2.648, -1.526, 1.163], [1.197, 0.107, 1.519], [1.498, -3.110, -0.489], [3.706, -4.228, -0.804], [5.632, -1.430, 1.580], [3.529, -0.146, 1.942], [0.644, -0.857, -1.303], [-0.498, 1.812, -0.308], [-1.797, -0.915, -0.935], [-2.198, 2.887, -0.844], [-6.525, 2.640, -0.931], [-4.151, -0.978, -0.994], [2.662, -0.643, -2.399], [4.949, 3.021, -2.143], [1.410, 2.498, 0.291]], "atomic_forces_ev_per_a": [[-0.26, -0.06, 0.36], [0.08, 0.13, 0.24], [0.17, -0.45, -0.89], [-0.50, -0.82, -0.38], [0.40, 1.32, 0.54], [0.32, -0.91, 1.60], [0.25, 0.17, -0.14], [0.98, -0.43, -0.15], [-0.97, 0.63, 0.38], [0.51, -0.15, -0.21], [-0.93, 0.40, 0.18], [0.32, -0.57, -0.45], [-0.33, 0.54, -0.87], [-0.50, -0.50, -0.46], [1.31, -0.02, 0.12], [-1.31, 0.61, 0.10], [-0.27, -0.39, 0.02], [-0.01, 0.38, 0.06], [0.05, -1.24, -0.07], [0.51, -0.29, 0.02], [-0.62, 0.09, 0.07], [1.02, 0.67, -0.02], [0.49, 0.34, 0.06], [-0.19, -0.27, 0.10], [0.22, 0.13, -0.05], [0.29, -0.35, -0.32], [-0.81, 0.59, 0.78], [-0.20, -0.10, 0.07], [-0.23, 0.30, 0.38], [-0.07, -1.13, -0.49], [0.48, 0.36, -0.16], [0.00, 0.01, 0.01], [-0.08, 0.20, -0.02], [-0.04, -0.17, 0.00], [-0.13, 0.34, -0.08], [0.15, -0.15, 0.31], [-0.19, -0.09, -0.14], [0.29, 0.27, 0.04], [0.08, 0.23, 0.26], [-0.21, -0.21, -0.13], [-0.07, -0.13, -0.19], [-0.01, 0.28, 0.11], [-0.06, -0.32, -0.08], [0.10, 0.40, -0.20], [-0.46, -0.05, -0.02], [0.17, -0.10, -0.04], [-0.15, 0.24, 0.02], [0.16, 0.35, 0.03], [-0.08, -0.06, 0.03], [0.34, 0.00, -0.32]], "mulliken_charge": [-1.353, 0.251, -0.324, -0.238, -0.629, 0.862, 0.179, -0.398, -0.461, -0.629, -0.415, -0.263, 0.999, -1.290, -0.071, 0.761, -0.933, 0.474, -0.319, -0.761, 0.448, -0.319, -0.983, -0.326, -0.325, 0.354, -0.326, -0.804, 0.100, -0.327, -0.558, 0.405, 0.344, 0.323, 0.332, -0.027, 0.603, 0.428, 0.363, 0.371, 0.400, 0.669, -0.087, 0.623, 0.501, 0.469, 0.459, 0.448, 0.490, 0.508], "homo_ev": -9.14, "gap_ev": 9.00, "charge": 0}

***

6.
{"formula": "C27H28As2Cl5N2OPd", "method": "the ωB97M-V functional and the def2-TZVPD basis", "elements": ["Pd", "C", "As", "C", "C", "C", "C", "C", "C", "C", "As", "C", "C", "H", "H", "H", "H", "H", "H", "H", "H", "H", "H", "H", "H", "H", "H", "H", "H", "Cl", "C", "C", "C", "Cl", "C", "Cl", "C", "Cl", "C", "Cl", "C", "N", "N", "C", "O", "C", "C", "C", "C", "C", "C", "C", "C", "C", "H", "H", "H", "H", "H", "H", "H", "H", "H", "H", "H", "H"], "xyz": [[-0.124, 0.172, 0.530], [-0.329, 0.886, 4.362], [0.320, -0.237, 2.928], [-0.248, -2.019, 3.452], [2.249, -0.363, 3.129], [2.859, -0.670, 4.339], [4.234, -0.848, 4.403], [5.007, -0.728, 3.256], [4.408, -0.406, 2.046], [3.033, -0.222, 1.986], [2.195, 0.416, 0.360], [3.087, -0.485, -1.105], [2.770, 2.264, 0.328], [-0.159, 0.415, 5.328], [-1.393, 1.050, 4.202], [0.177, 1.848, 4.314], [0.138, -2.246, 4.445], [0.138, -2.740, 2.734], [-1.335, -2.067, 3.466], [2.265, -0.781, 5.239], [4.703, -1.088, 5.348], [6.077, -0.876, 3.307], [5.020, -0.297, 1.158], [4.071, -0.048, -1.273], [2.481, -0.364, -2.000], [3.190, -1.541, -0.863], [3.782, 2.322, 0.727], [2.084, 2.832, 0.953], [2.739, 2.639, -0.689], [0.381, 2.375, -2.280], [-0.212, 0.770, -2.555], [-0.356, -0.073, -1.465], [-0.877, -1.334, -1.726], [-1.135, -2.388, -0.360], [-1.225, -1.770, -2.997], [-1.873, -3.338, -3.251], [-1.047, -0.900, -4.075], [-1.463, -1.399, -5.661], [-0.543, 0.382, -3.852], [-0.351, 1.467, -5.167], [-4.809, 2.317, -1.909], [-4.254, 1.862, -0.645], [-3.187, 2.537, -0.067], [-2.528, 1.696, 0.803], [-1.522, 2.024, 1.458], [-3.211, 0.439, 0.707], [-4.214, 0.580, -0.214], [-5.145, -0.439, -0.764], [-3.114, 3.959, -0.073], [-4.228, 4.710, 0.278], [-4.142, 6.093, 0.269], [-2.946, 6.714, -0.062], [-1.834, 5.953, -0.392], [-1.916, 4.569, -0.408], [-4.485, 3.339, -2.085], [-5.896, 2.303, -1.865], [-4.466, 1.691, -2.735], [-2.991, -0.448, 1.280], [-4.964, -1.399, -0.287], [-4.997, -0.560, -1.839], [-6.185, -0.157, -0.598], [-5.148, 4.211, 0.554], [-5.008, 6.685, 0.533], [-2.881, 7.794, -0.061], [-0.902, 6.439, -0.647], [-1.067, 3.955, -0.670]], "atomic_forces_ev_per_a": [[0.35, -0.03, 0.57], [0.09, 0.01, -0.06], [0.08, 0.12, -0.32], [0.01, 0.09, 0.04], [-0.07, -0.07, 0.01], [0.01, -0.04, 0.07], [-0.03, 0.01, -0.01], [-0.04, 0.02, -0.04], [0.10, -0.04, 0.08], [-0.14, 0.14, -0.03], [-0.25, -0.30, -0.23], [0.14, 0.19, 0.10], [0.00, -0.08, 0.03], [0.02, 0.00, -0.01], [0.00, -0.02, -0.01], [-0.01, 0.00, 0.00], [-0.01, -0.02, -0.01], [0.01, 0.01, 0.00], [0.00, 0.02, -0.01], [0.01, 0.00, 0.00], [0.00, -0.01, 0.01], [0.01, 0.00, -0.01], [0.00, 0.00, 0.00], [-0.01, -0.02, 0.02], [-0.01, -0.01, 0.01], [-0.07, -0.01, -0.01], [-0.02, -0.01, -0.01], [0.03, 0.04, -0.01], [-0.03, 0.03, -0.07], [0.11, 0.04, -0.04], [0.03, 0.07, 0.17], [-0.14, 0.00, -0.03], [0.01, 0.08, -0.07], [-0.02, -0.07, 0.07], [-0.02, 0.04, -0.13], [0.00, -0.01, 0.05], [0.00, 0.01, 0.04], [0.00, -0.01, 0.00], [-0.03, -0.04, -0.02], [0.01, 0.01, 0.00], [0.04, -0.02, -0.08], [-0.14, 0.02, 0.14], [0.08, -0.02, -0.11], [-0.03, -0.22, -0.24], [0.01, -0.01, 0.10], [-0.03, -0.05, -0.05], [0.01, 0.11, 0.04], [0.00, -0.02, -0.01], [-0.04, 0.04, 0.05], [-0.02, -0.01, -0.02], [0.00, 0.00, 0.00], [0.01, 0.01, -0.01], [-0.02, 0.00, 0.01], [0.00, 0.00, 0.03], [-0.02, -0.01, 0.02], [0.00, -0.03, 0.00], [0.02, 0.01, -0.01], [0.00, 0.04, -0.01], [0.00, 0.00, 0.00], [0.00, 0.00, -0.01], [0.00, 0.02, -0.01], [0.00, 0.00, 0.00], [-0.01, 0.00, 0.00], [0.00, 0.01, 0.00], [0.00, 0.00, -0.01], [0.00, 0.01, 0.01]], "mulliken_charge": [-0.395, -1.181, 0.994, -1.258, -0.286, -0.573, -0.749, -0.661, -0.648, 0.292, 0.971, -1.112, -1.190, 0.459, 0.379, 0.358, 0.458, 0.361, 0.391, 0.366, 0.407, 0.416, 0.381, 0.433, 0.351, 0.345, 0.503, 0.295, 0.362, -0.143, 1.658, -2.509, 1.666, -0.163, -0.168, -0.174, 0.520, -0.164, 0.058, -0.178, -1.055, 0.081, 0.820, 0.557, -0.641, -0.754, 0.132, -1.657, -0.243, 0.297, -0.707, -0.476, -0.718, -0.220, 0.421, 0.346, 0.338, 0.585, 0.388, 0.374, 0.362, 0.477, 0.393, 0.410, 0.397, 0.222], "homo_ev": -10.74, "gap_ev": 7.42, "charge": 1, "e_above_lowest_kcal_mol": 24.75}

***

7.
{"formula": "C3H7NO2", "method": "the ωB97M-V functional and the def2-TZVPD basis", "elements": ["C", "C", "N", "C", "O", "O", "H", "H", "H", "H", "H", "H", "H"], "xyz": [[0.864, 0.927, 0.717], [0.336, -0.334, 0.071], [-0.398, -1.127, 1.069], [-0.575, -0.110, -1.123], [-0.992, -1.001, -1.811], [-0.919, 1.180, -1.325], [1.533, 1.492, 0.069], [0.034, 1.581, 0.987], [1.390, 0.661, 1.630], [1.168, -0.913, -0.348], [-1.103, -1.720, 0.639], [0.242, -1.811, 1.463], [-1.581, 1.176, -2.038]], "atomic_forces_ev_per_a": [[-0.20, 0.33, 0.06], [0.08, -0.15, -0.21], [0.00, -0.53, 0.04], [-0.14, 0.30, 0.22], [-0.11, -0.13, -0.10], [-0.12, -0.18, -0.09], [0.04, -0.10, -0.07], [0.05, -0.07, 0.06], [0.12, 0.00, 0.05], [0.03, 0.02, -0.01], [-0.03, 0.24, -0.25], [0.05, 0.24, 0.23], [0.23, 0.03, 0.06]], "mulliken_charge": [-1.290, 0.652, -0.714, 0.298, -0.559, -0.432, 0.333, 0.303, 0.350, 0.206, 0.272, 0.247, 0.334], "homo_ev": -9.85, "gap_ev": 10.61, "charge": 0, "e_above_lowest_kcal_mol": 13.26}

***

8.
{"formula": "C4H8OSc", "method": "the ωB97M-V functional and the def2-TZVPD basis", "elements": ["H", "C", "C", "C", "H", "H", "H", "H", "H", "C", "O", "Sc", "H", "H"], "xyz": [[0.786, 1.056, -0.669], [0.118, 1.155, 0.691], [-0.696, 0.120, 1.529], [0.083, -0.547, 0.505], [0.643, 1.864, 1.332], [-0.592, 1.383, -0.111], [-1.772, 0.161, 1.349], [-0.371, 0.027, 2.565], [1.113, -0.830, 0.751], [-0.268, -0.944, -0.902], [0.551, -0.153, -1.722], [1.896, -0.550, -3.356], [-1.332, -0.696, -1.068], [-0.159, -2.048, -0.894]], "atomic_forces_ev_per_a": [[-0.95, -2.08, 1.32], [-0.53, -0.55, -2.83], [-0.53, -1.29, -0.59], [2.50, 1.06, 1.39], [0.19, -0.28, -0.66], [-0.40, 1.77, 0.81], [0.31, 0.12, 0.32], [-0.10, 0.10, -0.29], [-0.53, -0.48, 0.35], [-1.06, 1.05, 1.04], [1.68, -0.04, -1.34], [-1.14, 0.32, 1.33], [0.27, -0.25, -0.23], [0.28, 0.54, -0.62]], "mulliken_charge": [0.517, -0.936, -0.417, -0.059, 0.402, 0.375, 0.241, 0.300, 0.348, -0.354, -0.477, 0.454, 0.260, 0.347], "homo_ev": [-10.51, -10.71], "gap_ev": [6.79, 6.65], "charge": 1, "e_above_lowest_kcal_mol": 6.71}